[1]
This record from the OMol25 dataset describes an isolated molecule of C10H15NO3S at a distorted geometry. The level of theory is ωB97M-V with the def2-TZVPD basis set.

XYZ file:
```
30
Properties=species:S:1:pos:R:3:forces:R:3
C -0.793521 0.013412 -2.431710 -0.655 -0.285 5.218
C -1.879907 -0.079645 -1.634684 3.550 -1.126 -0.514
C -2.094848 -2.677428 -0.805377 -0.812 2.217 2.530
C 0.585557 -0.106589 -1.895101 0.387 0.272 -1.316
C 2.310578 0.847403 -0.327386 0.321 -1.601 1.792
C 0.523419 2.564744 1.498185 0.657 -1.311 -2.119
C 0.911350 0.886116 -0.808458 -1.873 -0.476 -1.221
C 1.793728 0.688977 1.133503 2.201 -0.051 2.200
C 0.329463 0.502388 0.617701 -0.085 0.891 -2.325
C -0.383140 -1.379399 1.947172 -2.546 -2.380 2.378
N -0.408202 -0.697898 0.691894 0.780 -0.272 -0.321
O -2.984035 -0.640303 0.683129 0.993 -0.542 -0.776
O 1.682773 1.889868 1.881283 0.427 0.066 1.361
O -0.386987 1.585303 1.117438 -1.119 -0.538 0.993
S -1.856149 -1.068559 -0.162909 -2.265 -0.945 -0.102
H -0.904531 0.345426 -3.365027 -0.580 1.079 -3.712
H -2.785319 -0.181967 -2.117389 -2.309 0.241 -0.328
H -2.740136 -3.167295 -0.012502 1.005 0.260 -1.051
H -1.193375 -3.133172 -1.162755 0.349 -0.295 -0.113
H 0.787463 -1.115613 -1.597672 0.262 -0.699 0.295
H 1.222362 0.128205 -2.744620 0.523 -0.198 -0.018
H 2.811246 -0.102527 -0.580658 -0.027 0.438 -0.187
H 2.945474 1.671507 -0.475691 0.840 1.044 -0.317
H 0.014532 3.110746 2.249655 0.294 1.037 0.742
H 0.873139 3.022550 0.578116 -0.659 1.538 -0.094
H 0.552559 1.835937 -1.242666 0.150 -0.012 0.882
H 2.490254 0.119907 1.893446 -1.851 -0.013 -1.809
H -1.437834 -1.939311 2.022567 2.452 0.719 -0.040
H 0.434843 -2.110078 2.141196 -0.432 0.341 -0.862
H -0.420759 -0.812705 2.909319 0.024 0.600 -1.167
```
Positions in Å, forces in eV/Å.

Summary:
ΔE to the lowest compared entry with this formula, charge and spin   6.659 eV
Max |F|   0.1024 Eh/bohr
SMILES string   C=[S@]1(=O)C=CC[C@@H]2C[C@H]3OCO[C@@]23N1C
HOMO level (spin up / spin down)   -8.01 / -8.01 eV
Kohn-Sham gap (spin up / spin down)   8.6 / 8.6 eV

Mulliken population analysis, charges in e, atoms 1 to 4:
1 C -0.471
2 C -0.720
3 C -0.918
4 C -1.240

***

[2]
This record from the OMol25 dataset describes a cluster of 2 separate species, C16H17N in total at a distorted geometry. The level of theory is ωB97M-V with the def2-TZVPD basis set.

XYZ file:
```
34
Properties=species:S:1:pos:R:3:forces:R:3
C 0.051047 -3.612734 1.656004 -1.306 -2.009 -0.806
C -2.875748 -4.332118 -1.232463 3.071 3.521 1.113
C -3.095206 -4.657791 0.054649 0.582 -2.173 -0.336
C -1.809114 -3.451873 -1.596103 -1.650 -1.816 -2.139
C -1.999220 -4.755657 0.860551 0.566 2.725 0.701
C -0.771367 -3.243284 -0.754736 -2.055 -1.814 2.471
C -0.927353 -3.922261 0.515845 1.247 0.730 0.683
H -3.523244 -4.564479 -1.930694 -3.522 -0.744 -3.338
H -4.008791 -5.065992 0.352709 -1.368 -0.799 0.339
H -1.891264 -3.068840 -2.642921 0.515 -0.177 1.000
H -2.118891 -5.081567 1.887383 0.305 -0.131 -0.054
H -0.032107 -2.567418 -1.036733 1.481 0.938 0.204
H -0.387767 -3.889427 2.629914 0.304 0.106 -0.458
H 0.237610 -2.583021 1.633674 0.860 1.401 0.113
H 0.878503 -4.261990 1.420518 0.975 0.263 0.507
C -1.549237 3.903942 0.118428 -1.535 -1.482 1.101
C 0.878621 3.170504 0.122995 0.190 -2.762 -0.632
C -0.485847 2.949969 -0.316358 1.440 -1.736 1.329
C 1.617708 1.898644 -0.207916 1.123 6.262 0.142
C -0.498362 1.607142 -0.800288 1.038 4.890 0.337
C 2.917467 4.149044 0.947421 1.161 1.515 0.693
C 3.694245 3.083463 0.581345 -2.740 -0.148 -0.363
C 1.561610 4.213919 0.725909 1.286 -1.310 -0.425
C 2.994613 2.080793 -0.067635 2.786 -5.749 -0.523
N 0.801355 1.156955 -0.969026 -0.986 -3.799 -1.807
H 3.537300 4.977555 1.378082 -1.328 -0.383 -0.161
H 4.678948 3.182432 0.927877 1.491 -0.930 -0.387
H 1.203794 5.133098 0.974272 -1.989 2.241 0.545
H 3.605316 1.082845 -0.306358 -0.994 2.183 0.169
H -2.527998 3.397049 0.099436 0.173 0.155 -0.074
H -1.669104 4.759497 -0.471408 0.126 1.229 -1.351
H -1.375991 1.214576 -1.164694 -1.362 -1.601 -1.009
H 1.047335 0.426869 -1.760440 -0.440 2.048 2.806
H -1.486262 4.319913 1.146692 0.555 -0.645 -0.390
```
Positions in Å, forces in eV/Å.

Summary:
ΔE to the lowest compared entry with this formula, charge and spin   3.918 eV
Max |F|   0.1246 Eh/bohr
SMILES string   Cc1c[nH]c2ccccc12.Cc1ccccc1
HOMO level   -7.82 eV
Kohn-Sham gap   8.4 eV

Mulliken population analysis, charges in e, atoms 1 to 4:
1 C -1.373
2 C -0.607
3 C -0.567
4 C -0.183

***

[3]
This record from the OMol25 dataset describes a structure of composition C12H27F5InN7OTe at a distorted geometry. The level of theory is ωB97M-V with the def2-TZVPD basis set.

XYZ file:
```
54
Properties=species:S:1:pos:R:3:forces:R:3
In -0.705786 -0.772441 -0.990908 0.308 1.090 0.319
C -1.289453 -3.477399 0.601964 0.037 0.255 0.014
N -0.577451 -2.928379 1.717970 -0.117 -0.010 0.145
C 0.263300 -3.727087 2.606548 0.133 -0.023 -0.082
C 0.631711 -2.705415 3.680201 -0.066 -0.036 0.035
N 0.333788 -1.415990 3.035593 0.141 -0.045 0.045
C 0.553516 -0.203643 3.816605 -0.064 0.066 -0.012
C -0.423722 -1.610995 1.950950 -0.405 -0.141 0.190
N -1.050582 -0.726877 1.168564 0.380 -0.302 -1.201
C -1.100167 0.710389 1.448880 -0.318 -0.073 0.324
C -1.982901 1.351666 0.387163 -0.007 0.392 0.049
N -1.377957 1.325742 -0.942852 0.302 -0.951 -0.233
C -0.487891 2.241565 -1.355673 -0.381 0.144 -0.248
N -0.021156 2.173379 -2.616096 0.091 0.092 0.008
C -0.353564 1.150200 -3.566231 -0.123 -0.060 0.279
C 1.028645 3.157463 -2.864972 0.024 -0.066 0.042
C 0.936772 4.046629 -1.623431 -0.057 0.048 -0.041
N 0.018259 3.317018 -0.736262 0.115 -0.100 0.100
C -0.362566 3.959347 0.514190 -0.108 0.020 -0.009
H -1.363990 -4.554418 0.725545 -0.022 -0.010 -0.057
H -0.754911 -3.295893 -0.350948 0.049 -0.162 0.037
H -2.292580 -3.051805 0.544382 -0.042 -0.070 0.008
H 1.140439 -4.097827 2.071721 0.014 0.033 -0.009
H -0.290140 -4.574854 3.004268 -0.025 0.016 0.002
H 1.681426 -2.756094 3.959276 0.011 0.047 -0.014
H 0.024716 -2.811731 4.582007 -0.022 -0.014 -0.013
H 1.295065 -0.436582 4.576057 0.036 -0.016 -0.036
H -0.354482 0.118165 4.328087 0.001 0.002 -0.002
H 0.948749 0.603059 3.208157 0.017 -0.018 -0.010
H -0.107010 1.161843 1.442199 -0.011 0.020 -0.012
H -1.585537 0.877491 2.411849 0.133 -0.008 0.064
H -2.250310 2.359676 0.688742 -0.099 0.005 -0.041
H -2.904244 0.770000 0.320320 -0.092 0.125 0.092
H -1.437511 1.055776 -3.653567 -0.009 0.044 -0.082
H 0.073755 0.174207 -3.284590 0.148 0.066 -0.154
H 0.066252 1.418141 -4.531817 -0.023 -0.030 -0.028
H 0.826949 3.702924 -3.784842 0.017 -0.008 -0.016
H 1.999271 2.664984 -2.948064 0.011 0.006 0.000
H 0.533263 5.035503 -1.843979 -0.027 -0.006 -0.023
H 1.902161 4.166246 -1.135052 -0.014 0.025 0.037
H 0.387116 4.713591 0.739480 0.046 -0.042 -0.008
H -0.388499 3.260008 1.342867 0.055 0.011 0.039
H -1.325665 4.466166 0.434248 -0.003 -0.007 -0.028
F 3.335178 -0.183103 -2.393305 0.147 0.181 0.280
Te 2.467153 -1.030145 -1.011300 0.734 -1.517 0.062
F 3.456544 -2.513980 -1.430242 0.019 0.108 -0.146
F 1.460561 -2.251739 0.047687 -0.087 0.204 0.038
F 3.575718 -0.805265 0.433916 0.171 0.426 -0.267
F 1.180308 -1.713260 -2.313792 -0.262 0.257 0.015
O 1.321578 0.300728 -0.649409 -0.933 -0.279 -0.160
N -1.577073 -2.004860 -2.727504 0.198 0.244 0.760
H -1.799119 -1.428359 -3.536639 -0.010 0.042 0.030
H -2.414889 -2.529892 -2.483949 -0.031 0.009 -0.050
H -0.863048 -2.673876 -3.014029 0.020 0.020 -0.031
```
Positions in Å, forces in eV/Å.

Summary:
Max |F|   0.0328 Eh/bohr
Total charge   +2
HOMO level   -14.92 eV
Kohn-Sham gap   7.8 eV

Mulliken population analysis, charges in e, atoms 1 to 4:
1 In 1.037
2 C -0.916
3 N 0.044
4 C -0.584

***

[4]
This record from the OMol25 dataset describes an isolated molecule of C5H11NOS at a distorted geometry. The level of theory is ωB97M-V with the def2-TZVPD basis set.

XYZ file:
```
19
Properties=species:S:1:pos:R:3:forces:R:3
C 1.330270 1.200298 0.843857 2.170 -4.713 0.638
C 0.947126 1.406678 -0.541057 0.275 -3.683 -1.149
C -0.038183 0.807252 0.395931 -1.672 -0.073 1.874
C -1.309969 1.430400 0.991304 1.571 0.986 -1.610
C -2.695055 -0.857375 -1.014160 2.090 1.042 1.026
N -1.211195 -1.149111 -1.152658 -2.717 -1.696 1.675
O -1.339400 -1.381463 1.275026 -0.478 -0.228 1.299
S -0.346942 -1.033310 0.276915 1.836 0.628 -1.291
H 2.068264 0.271750 1.092649 -1.649 2.453 -0.585
H 1.496966 2.046916 1.403251 0.060 1.611 1.506
H 0.950548 2.342797 -0.941675 -0.568 2.475 -0.949
H 1.319376 0.624638 -1.227909 0.062 0.664 0.059
H -1.915421 1.639665 0.136806 -0.529 1.160 -0.527
H -1.079157 2.302221 1.601083 -0.254 0.033 -0.106
H -1.930307 0.743958 1.478138 -0.306 -1.219 1.413
H -3.195850 -1.250092 -1.871104 -0.486 -0.326 -0.246
H -3.011316 -1.185037 -0.024925 -0.283 -0.581 -0.486
H -2.740059 0.229772 -0.939208 -0.739 0.070 -0.511
H -0.910515 -0.640711 -1.906731 1.616 1.397 -2.031
```
Positions in Å, forces in eV/Å.

Summary:
ΔE to the lowest compared entry with this formula, charge and spin   3.842 eV
Max |F|   0.1017 Eh/bohr
HOMO level   -8.81 eV
Kohn-Sham gap   9.7 eV

Mulliken population analysis, charges in e, atoms 1 to 4:
1 C -0.692
2 C -0.635
3 C 0.885
4 C -1.707

***

[5]
This record from the OMol25 dataset describes an isolated molecule of CH5IN2O2S at a distorted geometry. The level of theory is ωB97M-V with the def2-TZVPD basis set.

XYZ file:
```
12
Properties=species:S:1:pos:R:3:forces:R:3
C 0.921942 -1.204083 -0.525179 -1.989 -1.606 -3.945
N -0.372826 -0.555929 -0.723111 0.534 -0.496 0.603
N -0.295577 1.773399 0.402002 -0.451 -2.593 -0.843
O -2.412491 0.397612 0.150027 -1.686 1.000 -0.193
O -0.736427 -0.567877 1.689390 -0.047 1.050 -0.584
S -1.072548 0.178680 0.499832 2.663 -0.176 1.141
I 1.767178 1.931497 0.564466 -1.109 0.138 0.363
H 0.794997 -2.269424 -0.753163 0.256 0.173 0.193
H 1.684340 -0.805397 -1.138602 0.617 0.523 -1.041
H 1.245683 -1.070038 0.398877 1.084 0.308 4.284
H -0.629007 -0.094794 -1.559293 0.159 0.162 -1.166
H -0.895265 2.286353 0.994755 -0.032 1.516 1.189
```
Positions in Å, forces in eV/Å.

Summary:
ΔE to the lowest compared entry with this formula, charge and spin   0.064 eV
Max |F|   0.0914 Eh/bohr
SMILES string   CNS(=O)(=O)NI
HOMO level   -9.71 eV
Kohn-Sham gap   8.8 eV

Mulliken population analysis, charges in e, atoms 1 to 4:
1 C -1.048
2 N -0.227
3 N -0.511
4 O -0.588

***

What is the max |F| in the fourth record? 0.1017 Eh/bohr

***

The highest max |F| belongs to which entry? C16H17N